# 1
Entry from OMol25: a structure of composition C37H57AsFN4Rb (ωB97M-V/def2-TZVPD).

As for the gap between HOMO and LUMO: 1.85 eV. The largest force on an atom comes out at 0.65 eV/Å. Its LUMO energy is 3.58 eV. The multiplicity is 1. For the HOMO energy, the calculation gives 1.734 eV. The value obtained for the total energy is -4022.6562 Eh. Its charge is -2.

Atoms and positions in Å:
Rb -0.61631 0.44248 -0.10047
C 0.44324 -3.92998 4.31914
C -0.28932 -3.20910 3.18258
C -0.43641 -4.12289 1.96211
C -1.62779 -2.66845 3.64232
C -2.63798 -3.53392 4.04449
C -3.86235 -3.04959 4.47402
C -4.08024 -1.67953 4.49219
C -3.09797 -0.77915 4.09908
C -3.41168 0.70229 4.06149
C -4.49960 1.00368 3.02367
C -3.81518 1.23943 5.43840
C -1.83834 -1.26984 3.66750
N -0.85253 -0.43700 3.17669
C -0.15933 0.35788 3.98837
C -0.17139 0.29019 5.41768
C 0.58971 1.12655 6.21154
C 1.42917 2.08592 5.65499
C 1.48608 2.17886 4.26396
C 0.72771 1.34628 3.48475
F 0.84096 1.48240 2.13122
H 1.41730 -4.29772 3.98013
H -0.13918 -4.78224 4.68019
H 0.60546 -3.24696 5.15473
H 0.30739 -2.34341 2.89018
H -1.05988 -4.98979 2.19579
H 0.54097 -4.48736 1.62881
H -0.90294 -3.57976 1.13852
H -2.46396 -4.60619 4.02815
H -4.64365 -3.73328 4.78695
H -5.04743 -1.30276 4.81024
H -2.51410 1.22989 3.74769
H -5.44373 0.52421 3.29862
H -4.19921 0.64619 2.03825
H -4.66635 2.08018 2.95185
H -4.72059 0.74405 5.80073
H -4.01243 2.31247 5.37737
H -3.01559 1.08103 6.16408
H -0.80975 -0.45770 5.87339
H 0.53056 1.03183 7.29179
H 2.02189 2.74229 6.27935
H 2.12254 2.91252 3.78310
C 3.55808 -4.50848 0.65007
C 3.15718 -3.37948 1.61149
N 3.69877 -2.07195 1.30911
C 5.06499 -1.78106 1.69490
C 6.11057 -2.08375 0.61087
C 3.05074 -1.26644 0.38473
C 3.48992 0.16987 0.32295
N 2.07555 -1.63443 -0.35229
H 2.98047 -5.40761 0.87280
H 4.61707 -4.75116 0.74389
H 3.36486 -4.21748 -0.38281
H 3.47382 -3.64473 2.62293
H 2.06855 -3.29084 1.63254
H 5.28916 -2.36165 2.59170
H 5.14357 -0.72830 1.96813
H 6.25567 -3.15633 0.48193
H 7.07061 -1.63704 0.87773
H 5.78562 -1.66742 -0.34376
H 3.54327 0.60082 1.32301
H 2.75456 0.71603 -0.26015
H 4.46257 0.27910 -0.16272
H 1.83967 -2.61671 -0.23197
C 3.76687 -0.03510 -3.64079
As 1.87437 0.31808 -3.13575
C 1.64664 1.79052 -4.42917
C 1.15009 -1.26560 -4.18014
C 0.70131 -0.97802 -5.56307
C 1.47609 -1.30112 -6.67660
C 1.07359 -0.96898 -7.95943
C -0.12223 -0.28672 -8.16404
C -0.90700 0.03437 -7.06062
C -0.51508 -0.31096 -5.78406
H 3.83997 -0.24083 -4.71114
H 4.13526 -0.89701 -3.08007
H 4.39048 0.82858 -3.40651
H 1.51449 1.43651 -5.45080
H 2.51745 2.44769 -4.39377
H 0.77097 2.36868 -4.13991
H 0.32817 -1.64577 -3.57373
H 1.95647 -2.00161 -4.16825
H 2.41234 -1.83064 -6.52819
H 1.67997 -1.24834 -8.81365
H -0.42804 -0.01101 -9.16497
H -1.83672 0.57192 -7.20632
H -1.12468 -0.04558 -4.92553
C -3.66023 3.89970 -2.05259
C -2.34568 3.10662 -2.38177
C -1.18681 4.16797 -2.34870
C -2.48740 2.65866 -3.87780
N -2.12134 2.05046 -1.51048
H -3.81054 4.78424 -2.69694
H -3.60923 4.21305 -1.00888
H -4.51014 3.22340 -2.16450
H -1.34907 5.00762 -3.04932
H -0.24730 3.66686 -2.59318
H -1.11024 4.55432 -1.33120
H -2.62269 3.50327 -4.57846
H -3.34303 1.98503 -3.95662
H -1.59352 2.10216 -4.16396

=====

# 2
Entry from OMol25: a structure of composition C37H57Br2FeN3O4Si3 (ωB97M-V/def2-TZVPD).

Its expectation value of S² is 6.01. As for the gap between HOMO and LUMO (alpha / beta): 4.90 / 5.04 eV. The largest force on an atom comes out at 0.63 eV/Å. Its LUMO energy (alpha / beta) is 4.08 / 4.08 eV. The multiplicity is 5. For the HOMO energy (alpha / beta), the calculation gives -0.818 / -0.953 eV. The value obtained for the total energy is -9189.9070 Eh. Its charge is -2.

Atoms and positions in Å:
Fe -0.14155 -0.59128 -0.08671
C -1.87133 3.45171 1.30119
Si -0.84904 2.76216 -0.13993
C 0.93386 3.03479 0.38243
C -1.07168 3.95477 -1.59277
N -1.20329 1.14331 -0.54548
C -2.38807 0.81551 -1.18006
C -3.46872 1.68602 -1.34618
C -4.63306 1.33322 -2.04235
C -4.73558 0.07100 -2.58145
C -3.68951 -0.84297 -2.39093
C -2.52929 -0.53415 -1.67445
N -1.50351 -1.42168 -1.39603
Si -1.54498 -3.03650 -1.94856
C -2.99968 -4.05368 -1.28202
C -1.56502 -3.15634 -3.84265
C -0.03952 -4.03064 -1.41288
H -1.49604 4.43935 1.59446
H -1.77333 2.78775 2.16547
H -2.93635 3.54337 1.07197
H 1.16640 4.09675 0.23062
H 1.63277 2.42762 -0.18684
H 1.11204 2.81060 1.43596
H -0.72004 4.95001 -1.29624
H -2.09140 4.04179 -1.96306
H -0.44335 3.61060 -2.42080
H -3.41350 2.68069 -0.92123
H -5.43687 2.05488 -2.14791
H -5.61814 -0.23114 -3.13610
H -3.80429 -1.83420 -2.80784
H -3.97888 -3.76426 -1.66296
H -3.01307 -3.94485 -0.19271
H -2.83886 -5.11431 -1.50841
H -2.51725 -2.87709 -4.29785
H -1.32178 -4.17925 -4.15165
H -0.79534 -2.48996 -4.24649
H -0.24036 -4.54639 -0.46953
H 0.86169 -3.42977 -1.26940
H 0.17055 -4.78790 -2.17626
Br -3.02289 -0.32955 2.28007
C -1.31659 -0.09453 3.08479
C -1.19538 -0.05493 4.46708
C 0.08022 0.10533 4.97934
C 1.15828 0.21126 4.11581
C 0.92709 0.15248 2.75222
N -0.30704 0.01606 2.25698
C 2.08169 0.22191 1.74959
O 3.19797 0.46764 2.20859
O 1.75129 0.05238 0.54606
H -2.06490 -0.15253 5.10003
H 0.22724 0.13754 6.05278
H 2.17851 0.32446 4.45373
C 3.86298 -3.48183 -1.40623
C 4.71209 -2.22972 -1.67010
C 4.79511 -1.50578 -0.31464
C 6.12550 -2.66871 -2.08496
Si 3.90632 -1.07319 -2.97647
Br 1.74398 -0.94911 -2.45343
C 4.54870 0.74909 -2.87380
C 6.08084 0.83561 -2.89210
C 4.00935 1.57732 -4.04822
C 4.03456 1.44828 -1.60125
C 3.97765 -1.78240 -4.77761
C 3.66877 -3.28511 -4.77885
C 2.91518 -1.14569 -5.68663
C 5.36239 -1.58270 -5.41052
H 4.42661 -4.14264 -0.73489
H 3.61679 -4.04752 -2.29960
H 2.94942 -3.22653 -0.87633
H 5.11329 -2.22764 0.44637
H 3.82807 -1.11478 0.01084
H 5.52271 -0.69459 -0.32183
H 6.58292 -3.22116 -1.25515
H 6.78218 -1.82731 -2.31898
H 6.11315 -3.33679 -2.94766
H 6.52130 0.37648 -3.78034
H 6.52213 0.36968 -2.01272
H 6.37810 1.89211 -2.88395
H 4.42384 1.27067 -5.00823
H 4.28219 2.62931 -3.89459
H 2.91960 1.52817 -4.10469
H 4.44511 1.04212 -0.68341
H 2.95454 1.37927 -1.50067
H 4.31144 2.50952 -1.65138
H 2.70465 -3.49574 -4.31165
H 4.43192 -3.86767 -4.26832
H 3.62130 -3.63727 -5.81846
H 1.91055 -1.33262 -5.30612
H 2.98848 -1.59486 -6.68705
H 3.03388 -0.07365 -5.79851
H 6.16157 -1.99742 -4.79594
H 5.58685 -0.53088 -5.58807
H 5.39408 -2.09236 -6.38250
O 2.14041 -3.24152 1.20641
C 0.93837 -3.20167 1.47062
O 0.06475 -2.38793 1.06146
C 0.38964 -4.26167 2.42607
C -0.94916 -4.25058 2.80191
C -1.44362 -5.21822 3.66898
C -0.60127 -6.20600 4.16506
C 0.73766 -6.22134 3.78976
C 1.22801 -5.25173 2.92429
H -1.58449 -3.47246 2.39660
H -2.48876 -5.20197 3.95551
H -0.98651 -6.96227 4.84008
H 1.39864 -6.99111 4.17240
H 2.26457 -5.23295 2.61208